*i*
{
  "formula": "C5H6N2O2",
  "method": "wB97M-V/def2-TZVPD",
  "symbols": ["O", "C", "C", "N", "C", "C", "C", "N", "H", "H", "H", "H", "O", "H", "H"],
  "coordinates": [[-0.62, 2.04, -0.01], [-0.87, 0.72, 0.05], [-2.11, 0.13, 0.19], [-1.90, -1.23, 0.30], [-0.59, -1.52, 0.26], [0.11, -0.33, 0.08], [1.53, -0.12, 0.08], [2.40, 0.14, 0.93], [0.34, 2.17, 0.13], [-3.10, 0.57, 0.30], [-2.65, -1.91, 0.41], [-0.24, -2.55, 0.34], [2.52, 0.40, -1.27], [1.90, 0.88, -1.83], [3.27, 0.58, 0.04]],
  "lumo_energy_ev": 0.63,
  "e_homo_ev": -8.66,
  "molar_mass_da": 126.1,
  "multiplicity": 1,
  "orbital_gap_ev": 9.3
}

*ii*
{
  "formula": "C5H6N2O2",
  "method": "wB97M-V/def2-TZVPD",
  "symbols": ["C", "C", "C", "C", "C", "H", "H", "H", "H", "H", "H", "N", "N", "O", "O"],
  "coordinates": [[1.91, -1.00, 1.97], [1.30, -0.50, 0.59], [-0.65, 0.58, -0.37], [-1.95, 1.38, -1.70], [-1.63, 0.20, -2.17], [3.03, -0.70, 2.07], [1.84, -1.93, 1.76], [1.08, -0.77, 2.96], [-0.36, 0.17, 1.56], [-2.48, 2.34, -2.05], [-1.97, -0.50, -3.14], [0.13, 0.24, 0.74], [-1.26, 1.60, -0.53], [1.85, -0.72, -0.39], [-0.85, -0.39, -1.31]],
  "lumo_energy_ev": 0.73,
  "e_homo_ev": -9.43,
  "molar_mass_da": 126.1,
  "multiplicity": 1,
  "orbital_gap_ev": 10.2
}

Stability, highest: *ii*

*i*
{
  "formula": "H4NP",
  "method": "wB97M-V/def2-TZVPD",
  "symbols": ["N", "P", "H", "H", "H", "H"],
  "coordinates": [[-0.28, 0.80, -0.21], [0.51, -0.93, -0.11], [-1.15, 0.86, -0.71], [0.19, 1.28, -0.96], [-0.51, -1.44, 0.78], [1.24, -0.57, 1.21]],
  "smiles": "NP",
  "lumo_energy_ev": 0.91,
  "e_homo_ev": -9.20,
  "molar_mass_da": 49.0,
  "multiplicity": 1,
  "orbital_gap_ev": 10.1
}

*ii*
{
  "formula": "H4NP",
  "method": "wB97M-V/def2-TZVPD",
  "symbols": ["N", "P", "H", "H", "H", "H"],
  "coordinates": [[-0.23, -0.42, 0.75], [0.35, -0.45, -0.80], [0.30, -0.33, 1.62], [-1.23, -0.35, 0.76], [1.82, 1.85, -0.90], [-1.01, -0.30, -1.43]],
  "lumo_energy_ev": [0.06, -0.13],
  "e_homo_ev": [-9.24, -7.25],
  "molar_mass_da": 49.0,
  "multiplicity": 1,
  "orbital_gap_ev": [9.3, 7.1]
}

Stability, highest: *i*